[1]
The following is a quantum chemistry calculation of a molecular structure, C28H31AsN2W, from OMol25.

Last column: Löwdin charge in e.
CARTESIAN COORDINATES (ANGSTROEM)
W1 -0.262100 -0.522700 0.927000  1.50
C1 0.416300 0.778000 2.757700  -0.08
C2 1.598100 0.172700 2.244500  -0.08
C3 1.931300 0.279200 0.878200  -0.11
C4 1.128400 1.080200 0.005000  -0.10
C5 0.079900 1.839800 0.563400  -0.12
C6 -0.318900 1.654600 1.913100  -0.12
H1 0.229900 0.774700 3.834900  0.17
H2 2.287300 -0.304800 2.944300  0.17
H3 2.902500 -0.072500 0.522100  0.17
H4 1.483700 1.295500 -1.003000  0.17
H5 -0.390100 2.627800 -0.028700  0.16
H6 -1.060800 2.330300 2.347500  0.16
C7 -7.297200 0.293200 0.294300  0.01
C8 -6.542000 0.406600 1.454400  -0.02
C9 -5.154200 0.429500 1.390000  -0.09
C10 -4.546200 0.264100 0.147900  -0.31
C11 -5.285700 0.184300 -1.029000  -0.07
C12 -6.672200 0.161500 -0.938900  -0.01
As1 -2.518100 0.249600 -0.014600  1.45
C13 -2.191900 -1.660200 0.725000  -0.48
C14 -2.587500 -1.976800 2.058500  -0.10
C15 -3.271400 -3.151600 2.319500  -0.01
C16 -3.599700 -4.018100 1.270200  0.04
C17 -3.237700 -3.734200 -0.041400  0.04
C18 -2.563300 -2.555900 -0.340100  -0.21
C19 -2.356100 -2.032600 -1.692000  -0.22
C20 -2.340700 -2.768200 -2.876200  0.03
C21 -2.207500 -2.109200 -4.091200  0.01
C22 -2.120200 -0.724400 -4.152800  0.01
C23 -2.124000 0.029200 -2.979900  -0.06
C24 -2.247500 -0.620300 -1.762900  -0.34
H7 -8.379300 0.347200 0.343100  0.14
H8 -7.029300 0.504300 2.416600  0.14
H9 -4.581100 0.585100 2.298200  0.11
H10 -4.807800 0.151800 -2.005000  0.11
H11 -7.255600 0.059300 -1.845600  0.14
H12 -2.422700 -1.247800 2.865000  0.12
H13 -3.584900 -3.388900 3.326500  0.14
H14 -4.179300 -4.907500 1.480300  0.15
H15 -3.553600 -4.387100 -0.840600  0.14
H16 -2.443100 -3.844100 -2.863300  0.14
H17 -2.172000 -2.681600 -5.006200  0.14
H18 -2.073000 -0.220800 -5.107900  0.14
H19 -2.068800 1.111000 -3.022900  0.13
C25 1.027600 -3.936600 3.080800  0.00
C26 0.922600 -3.992000 1.564700  -0.55
C27 2.199700 -4.511600 0.912800  0.00
C28 -0.289200 -4.790200 1.126400  0.00
N1 0.797000 -2.498100 1.132800  -0.11
N2 0.504100 -2.241200 -0.250900  0.01
H20 1.053700 -4.946700 3.481000  0.12
H21 0.165200 -3.438800 3.522800  0.09
H22 1.937400 -3.446400 3.416200  0.10
H23 2.409900 -5.512300 1.282700  0.13
H24 3.075200 -3.912900 1.156300  0.10
H25 2.116900 -4.594400 -0.168700  0.10
H26 -0.096300 -5.838700 1.354500  0.13
H27 -0.470800 -4.746600 0.051400  0.09
H28 -1.180600 -4.494900 1.670500  0.07
H29 1.766400 -2.208000 1.340600  0.11
H30 -0.069600 -3.037500 -0.599800  0.12
H31 1.350300 -2.218900 -0.851100  0.17

Forces on atoms 1 to 2 (eV/Å):
W -0.969 -1.879 -1.087
C 0.323 1.035 -0.028

## Properties
net charge	+4
energy	-95137.35416	eV
2S+1	3
energy above the lowest of the compared OMol25 structures with the same formula, charge and spin	20.4	kcal/mol
LUMO (spin up / spin down)	-15.0 / -15.6	eV
orbital gap (spin up / spin down)	5.21 / 4.56	eV



[2]
The following is a quantum chemistry calculation of 2 unconnected molecules or ions with the total composition C4H8N3, from OMol25.

Last column: Löwdin charge in e.
CARTESIAN COORDINATES (ANGSTROEM)
C1 -2.061361 0.093607 -0.034588  -0.14
C2 -0.148518 -0.680677 0.614291  -0.37
C3 1.437303 1.976617 -1.734485  0.46
C4 0.891083 -1.423477 1.296846  0.00
N1 -1.119852 0.717407 -0.649513  -0.01
N2 0.026039 0.295816 -0.274093  0.06
N3 -1.464265 -0.812597 0.789920  0.14
H1 -3.177867 0.277583 -0.202190  0.17
H2 2.191272 2.560970 -1.276657  0.06
H3 0.407321 2.235155 -1.785262  0.03
H4 1.650758 1.305913 -2.568084  0.07
H5 1.747581 -0.871383 1.576837  0.08
H6 1.076106 -2.299322 0.560090  0.14
H7 0.518890 -1.965906 2.179052  0.10
H8 -1.974490 -1.409705 1.507837  0.22

Forces on atoms 1 to 2 (eV/Å):
C -2.141 0.111 -0.223
C 0.692 1.283 0.294

## Properties
net charge	+1
energy	-8737.40852	eV
2S+1	1
energy above the lowest of the compared OMol25 structures with the same formula, charge and spin	123.9	kcal/mol
LUMO (spin up / spin down)	-7.1 / -7.1	eV
orbital gap (spin up / spin down)	6.67 / 6.67	eV



[3]
The following is a quantum chemistry calculation of 2 unconnected molecules or ions with the total composition C2H8N2, from OMol25.

Last column: Löwdin charge in e.
CARTESIAN COORDINATES (ANGSTROEM)
N1 -3.477751 -1.754417 -0.622753  -0.04
H1 -2.953412 -1.729178 0.262470  -0.01
H2 -3.915772 -0.842583 -0.624138  -0.01
H3 -4.255463 -2.501128 -0.649734  0.06
C1 2.064442 1.390784 1.020306  -0.02
C2 1.595169 0.190104 -0.878156  0.22
N2 2.602131 0.766597 -0.213511  0.18
H4 1.616454 0.491475 1.544744  0.15
H5 1.364185 2.133798 0.845612  0.07
H6 2.897024 1.897295 1.632169  0.14
H7 0.782784 -0.334844 -0.394187  0.14
H8 1.680209 0.292098 -1.922823  0.12

Forces on atoms 1 to 2 (eV/Å):
N -0.788 -0.836 0.260
H -0.649 -0.790 -0.403

## Properties
net charge	+1
energy	-5172.45873	eV
2S+1	2
energy above the lowest of the compared OMol25 structures with the same formula, charge and spin	80.9	kcal/mol
LUMO (spin up / spin down)	-6.9 / -9.3	eV
orbital gap (spin up / spin down)	5.76 / 3.38	eV



[4]
The following is a quantum chemistry calculation of C6H8OS in the gas phase, from OMol25.

Last column: Löwdin charge in e.
CARTESIAN COORDINATES (ANGSTROEM)
C1 2.563572 -0.186165 -0.721779  0.19
C2 1.425989 0.394293 -0.688868  -0.18
C3 0.258297 0.804586 -0.250683  -0.71
C4 -0.881501 -0.237239 -0.489236  -0.43
C5 -0.450549 -1.570355 0.151481  -0.05
O1 -2.154418 0.221171 -0.127821  -0.01
C6 0.158087 1.333101 1.186011  -0.36
S1 0.000814 2.682054 -0.060572  0.85
H1 3.545555 -0.235615 -1.000993  0.00
H2 -0.874711 -0.575336 -1.615976  0.17
H3 -1.019499 -2.440286 -0.400354  0.10
H4 -1.030842 -1.753266 1.174763  0.13
H5 0.572947 -1.754511 -0.186473  0.06
H6 -2.347598 1.039488 -0.437999  0.03
H7 -0.868231 0.936184 1.681618  0.14
H8 1.102087 1.341896 1.786881  0.09

Forces on atoms 1 to 2 (eV/Å):
C -6.825 3.586 0.006
C 10.807 -4.297 -1.330

## Properties
net charge	0
energy	-19229.46903	eV
SMILES string	C#C[C@@]1([C@@H](C)O)CS1
2S+1	1
energy above the lowest of the compared OMol25 structures with the same formula, charge and spin	110.6	kcal/mol
LUMO	0.2	eV
orbital gap	9.35	eV



Q: What is the formula in the third record?
A: C2H8N2